No. 1
Density functional theory data (ωB97M-V/def2-TZVPD) for a 2-piece molecular cluster, C30H43Br2F10N5O9P2S overall in a non-equilibrium geometry.

Computed properties:
Gap between HOMO and LUMO ... 0.2489 Ha
F_max ... 7.319 eV Å⁻¹
Total energy ... -254355.18935 eV

Atoms and positions in Å:
C1 -0.4834 2.0641 5.3580
C2 -0.3783 1.4044 3.9328
C3 -1.7346 0.9959 3.3514
N1 -1.7907 -0.2081 2.5297
S1 -0.5122 -1.0597 1.9680
O1 0.2051 -1.7056 3.0307
O2 -1.0327 -2.0978 1.1207
C4 0.7214 -0.2095 0.8883
F1 1.2528 0.9095 1.3851
F2 0.0665 0.1539 -0.2430
C5 1.9371 -1.1442 0.4707
F3 2.9832 -0.7339 1.2272
F4 1.7674 -2.4347 0.7548
C6 2.3832 -0.9496 -1.0085
F5 2.5583 0.3369 -1.3263
F6 3.6252 -1.4932 -1.0809
C7 1.5155 -1.7086 -2.0874
F7 0.3919 -2.2247 -1.6054
F8 1.1703 -0.8216 -3.0392
F9 2.2366 -2.6399 -2.7019
C8 -3.1103 -0.6692 2.3187
N2 -3.5744 -1.7733 2.7831
C9 -4.9845 -2.2274 2.5574
O3 -5.9194 -1.8818 3.2711
O4 -5.0693 -3.0138 1.5981
C10 -2.7430 -2.6759 3.5924
C11 -2.5189 -3.9240 3.0520
C12 -1.7013 -4.7823 3.7990
C13 -1.2338 -4.2373 4.9895
C14 -1.5601 -2.9719 5.4454
N3 -2.3367 -2.1656 4.7266
N4 -3.9631 0.1794 1.6361
P1 -4.4428 -0.2846 0.0284
C15 -3.2457 -1.3404 -0.8733
C16 -6.1706 -0.9075 -0.1105
C17 -3.9410 1.6029 2.0355
C18 -4.3154 2.6027 0.8947
C19 -5.8342 2.7028 0.5809
F10 -5.9727 3.1339 -0.7328
C20 -5.1164 1.7859 3.0855
C21 -4.8484 1.2712 4.4988
O5 -4.5625 0.1763 4.8446
Br1 -5.0948 2.6044 5.9827
C22 -2.5500 2.1296 2.6089
Br2 -1.3579 2.6513 1.0763
C23 -2.7446 3.4037 3.4726
C24 -1.6277 4.4684 3.4570
N5 -1.8954 5.5409 2.4730
H1 -1.4929 1.9285 5.7682
H2 0.2093 1.5751 6.0543
H3 -0.2040 3.1212 5.3339
H4 0.2190 2.0862 3.3216
H5 0.2629 0.5282 4.1053
H6 -2.3452 0.7955 4.2508
H7 -2.9431 -4.2199 2.0968
H8 -1.4335 -5.7754 3.4565
H9 -0.5902 -4.8541 5.6201
H10 -1.1627 -2.6082 6.3899
H11 -3.5195 -1.3086 -1.9366
H12 -2.2244 -0.9582 -0.7989
H13 -3.2929 -2.3765 -0.5080
H14 -6.8235 -0.2176 -0.6527
H15 -6.2004 -1.9264 -0.5186
H16 -6.5637 -1.0087 0.9162
H17 -3.8414 2.3787 -0.0618
H18 -4.0073 3.6256 1.1534
H19 -6.2770 3.4818 1.2165
H20 -6.3615 1.7499 0.7066
H21 -5.9409 1.1650 2.7074
H22 -5.4201 2.8300 3.1890
H23 -2.8210 3.0553 4.5125
H24 -3.6627 3.9493 3.2359
H25 -0.6057 4.0854 3.4103
H26 -1.6954 4.9760 4.4357
H27 -1.1611 5.5511 1.7741
H28 -1.8757 6.4452 2.9267
O6 6.5689 1.6796 -5.8176
P2 7.0163 0.2537 -5.8962
O7 6.2669 -0.2649 -7.2668
C25 6.7604 0.1972 -8.5252
C26 8.0904 -0.4412 -8.8865
O8 6.0359 -0.3685 -4.7321
C27 5.3876 0.4497 -3.7606
C28 3.9666 0.7561 -4.1871
O9 8.0078 -1.0534 -5.7952
C29 7.6444 -2.3252 -5.2431
C30 6.5442 -3.0460 -5.9897
H29 6.8457 1.2877 -8.5133
H30 6.0119 -0.0683 -9.2722
H31 8.8799 -0.1191 -8.2026
H32 8.3865 -0.1647 -9.8995
H33 8.0296 -1.5275 -8.8190
H34 5.9546 1.3591 -3.5671
H35 5.3724 -0.1177 -2.8264
H36 3.9301 1.1841 -5.1892
H37 3.4937 1.4515 -3.4928
H38 3.3762 -0.1610 -4.2187
H39 7.4124 -2.2281 -4.1839
H40 8.5517 -2.9314 -5.2967
H41 5.5878 -2.5328 -5.9084
H42 6.4196 -4.0505 -5.5813
H43 6.7851 -3.1249 -7.0506

=====

No. 2
Density functional theory data (ωB97M-V/def2-TZVPD) for C25H37MoN8O4PS3SbSe as an isolated structure in a non-equilibrium geometry.

Computed properties:
Energy relative to the best compared isomer or geometry (same formula, charge and spin) ... 28.04 kcal/mol
Charge ... -2
Gap between HOMO and LUMO (spin up / spin down) ... 0.1851 / 0.1875 Ha
Spin multiplicity ... 2
F_max ... 3.997 eV Å⁻¹
Total energy ... -162177.68758 eV

Atoms and positions in Å:
Mo1 -1.3575 1.3846 1.6861
S1 -3.1876 5.8162 3.8307
Sb1 -3.2498 4.2359 2.1796
S2 -0.8481 3.7706 1.6968
S3 -2.8375 2.0800 3.4290
N1 -5.3700 1.7379 1.3439
N2 -5.0516 1.2535 0.0609
C1 -3.7210 1.1788 -0.3540
O1 -3.5120 0.5721 -1.4112
O2 -2.8491 1.8158 0.3436
H1 -5.0830 1.0910 2.0771
H2 -6.3661 1.8974 1.3949
H3 -5.6005 0.4876 -0.3015
N3 -0.1321 0.9596 0.4381
P1 0.9049 0.5308 -0.6757
N4 0.2968 0.2775 -2.2303
C2 -0.6490 -0.8439 -2.3963
C3 -0.8168 -1.1135 -3.8870
C4 -1.4648 0.1102 -4.5294
C5 -0.5825 1.3307 -4.2683
C6 -0.3262 1.5029 -2.7722
N5 1.8788 1.8799 -0.8867
C7 3.0474 1.7582 -1.7481
C8 3.6752 3.1274 -1.9718
C9 4.1917 3.7001 -0.6457
C10 3.2337 3.3704 0.5168
C11 1.8397 3.0421 -0.0046
N6 2.0805 -0.6470 -0.4601
C12 2.6154 -0.6591 0.9170
C13 2.5608 -2.0550 1.5212
C14 3.4029 -3.0385 0.6953
C15 3.3729 -2.6683 -0.7970
C16 2.0721 -1.9467 -1.1266
H4 -1.6213 -0.5838 -1.9709
H5 -0.2811 -1.7206 -1.8755
H6 -1.4338 -2.0034 -4.0362
H7 0.1647 -1.2965 -4.3401
H8 -2.4350 0.2717 -4.0535
H9 -1.6175 -0.0337 -5.6042
H10 -1.0608 2.2372 -4.6487
H11 0.3739 1.2090 -4.7901
H12 -1.2712 1.7201 -2.2605
H13 0.3554 2.3369 -2.6093
H14 2.7318 1.3136 -2.6973
H15 3.7991 1.0876 -1.3049
H16 2.9262 3.7973 -2.4003
H17 4.4950 3.0423 -2.6893
H18 4.3097 4.7823 -0.7415
H19 5.1816 3.2866 -0.4335
H20 3.1634 4.2108 1.2082
H21 3.5982 2.5088 1.0814
H22 1.4293 3.9158 -0.5271
H23 1.1663 2.8248 0.8211
H24 2.0259 0.0266 1.5299
H25 3.6547 -0.2983 0.9087
H26 1.5147 -2.3601 1.5395
H27 2.9182 -2.0216 2.5492
H28 3.0085 -4.0484 0.8355
H29 4.4367 -3.0392 1.0526
H30 3.4640 -3.5637 -1.4167
H31 4.2091 -2.0066 -1.0387
H32 1.2319 -2.5653 -0.7994
H33 1.9861 -1.7634 -2.1998
O3 -0.5189 -1.5870 0.5740
C17 -1.4333 -1.6566 1.3747
N7 -2.1745 -0.5836 1.8658
C18 -3.1584 -1.1346 2.7123
O4 -4.0802 -0.5521 3.2403
C19 -2.9719 -2.5864 2.8051
C20 -3.6000 -3.5649 3.5573
C21 -3.1818 -4.8767 3.4139
C22 -2.1629 -5.2089 2.5200
C23 -1.5230 -4.2251 1.7868
C24 -1.9186 -2.9091 1.9583
H34 -4.3904 -3.2977 4.2472
H35 -3.6512 -5.6641 3.9910
H36 -1.8739 -6.2464 2.4051
H37 -0.7239 -4.4640 1.0952
Se1 2.0869 -0.0474 4.7994
C25 0.7672 0.5003 3.7978
N8 -0.0825 0.8985 3.1029

=====

No. 3
Density functional theory data (ωB97M-V/def2-TZVPD) for an isolated ion of composition C5H8N and charge +1 in a non-equilibrium geometry.

Computed properties:
SMILES ... C[NH2+]C=C1C=C1
Energy relative to the best compared isomer or geometry (same formula, charge and spin) ... 95.63 kcal/mol
Charge ... +1
Gap between HOMO and LUMO ... 0.3563 Ha
F_max ... 4.441 eV Å⁻¹
Total energy ... -6793.94135 eV

Atoms and positions in Å:
C1 -2.7659 0.3959 0.4983
C2 -1.6597 -0.1722 -0.2970
C3 -2.8701 -0.8227 -0.0463
C4 -0.4292 -0.4597 -0.7472
C5 1.6851 0.1177 0.6275
N1 0.7263 0.4262 -0.5000
H1 -3.2383 1.2960 0.8425
H2 -3.2100 -1.8520 -0.1088
H3 -0.2333 -1.3005 -1.4113
H4 1.5015 0.8384 1.4250
H5 1.4658 -0.8357 1.1714
H6 2.7682 0.1125 0.3554
H7 1.3240 0.6616 -1.4293
H8 0.4562 1.3048 -0.2269

=====

No. 4
Density functional theory data (ωB97M-V/def2-TZVPD) for a 2-piece molecular cluster, C4H12NO2 overall in a non-equilibrium geometry.

Computed properties:
Energy relative to the best compared isomer or geometry (same formula, charge and spin) ... 14.23 kcal/mol
Gap between HOMO and LUMO (spin up / spin down) ... 0.3565 / 0.2404 Ha
Spin multiplicity ... 2
F_max ... 2.000 eV Å⁻¹
Total energy ... -9925.00361 eV

Atoms and positions in Å:
C1 -0.7446 -0.0562 1.1867
O1 -0.8379 -1.1903 0.3684
C2 -0.0695 1.1553 0.5690
C3 1.3583 0.9428 0.0155
C4 1.4902 0.9318 -1.5332
N1 0.7369 -0.2452 -2.0762
H1 -0.3049 -0.3405 2.1404
H2 -1.8162 0.1593 1.4322
H3 -0.1005 1.9258 1.3636
H4 -0.7811 1.3874 -0.2344
H5 1.8386 0.0493 0.3827
H6 2.0154 1.7330 0.3794
H7 1.0678 1.7528 -2.1184
H8 2.5600 0.8712 -1.7625
H9 0.2105 -0.7641 -1.3926
H10 0.2028 -0.0369 -2.9011
H11 -1.7745 -2.1305 1.4387
H12 -2.6050 -3.3666 1.0003
O2 -2.4466 -2.7782 1.7416